{
  "formula": "C35H35AsF6N5O5PS4Sn",
  "method": "ωB97M-V/def2-TZVPD",
  "elements": ["Sn", "C", "C", "O", "P", "S", "S", "O", "C", "C", "H", "H", "H", "H", "H", "H", "H", "H", "H", "H", "S", "C", "C", "N", "C", "S", "C", "N", "C", "N", "C", "C", "C", "N", "C", "O", "N", "H", "H", "H", "H", "H", "H", "H", "C", "C", "O", "C", "F", "F", "F", "C", "F", "F", "F", "H", "H", "H", "O", "As", "C", "C", "C", "C", "C", "C", "C", "C", "C", "C", "C", "C", "C", "C", "C", "C", "C", "C", "H", "H", "H", "H", "H", "H", "H", "H", "H", "H", "H", "H", "H", "H", "H"],
  "xyz": [[0.42278, -0.86904, -0.72984], [-5.55904, 1.16470, 3.63446], [-4.86020, 2.07946, 2.65356], [-3.54660, 1.57511, 2.36349], [-3.24094, 1.02473, 0.87718], [-1.29641, 0.54216, 0.99333], [-4.58648, -0.24695, 0.26912], [-3.36679, 2.42988, 0.08297], [-3.14556, 2.43380, -1.33113], [-3.44287, 3.82009, -1.85181], [-6.54502, 1.56226, 3.88410], [-4.98310, 1.07381, 4.55691], [-5.68468, 0.17777, 3.18866], [-4.72038, 3.07926, 3.06995], [-5.43971, 2.16862, 1.73370], [-3.79538, 1.68799, -1.79704], [-2.10558, 2.15838, -1.52446], [-4.48330, 4.08735, -1.66367], [-3.26003, 3.85928, -2.92652], [-2.80218, 4.55779, -1.36707], [2.34897, -1.66372, -2.20827], [2.71301, -0.14039, -2.95697], [3.97904, -0.10164, -3.63613], [5.00824, -0.09429, -4.15150], [1.96340, 0.99214, -2.92999], [0.43839, 1.21053, -2.10419], [2.44687, 2.17532, -3.57888], [2.82179, 3.14622, -4.07133], [-1.78065, -0.51074, 4.54900], [-1.65029, -1.56696, 3.56072], [-2.72948, -2.07577, 2.92613], [-2.59949, -2.98379, 1.93848], [-1.26644, -3.32933, 1.57430], [-0.20380, -2.78916, 2.13231], [-0.34972, -1.87581, 3.13100], [0.58841, -1.31870, 3.69198], [-1.05958, -4.26293, 0.60706], [-2.83752, -0.35778, 4.75445], [-1.35659, 0.41136, 4.15195], [-1.25157, -0.78486, 5.46033], [-3.69167, -1.69715, 3.24367], [-3.45550, -3.36295, 1.40385], [-1.79150, -4.35790, -0.07886], [-0.13250, -4.24789, 0.20984], [-2.58089, -0.87115, -2.91260], [-1.77876, -2.15895, -2.73939], [-0.94744, -2.16928, -1.64689], [-2.77474, -3.32448, -2.52057], [-3.74054, -3.38955, -3.45426], [-3.39094, -3.19067, -1.33461], [-2.16830, -4.52907, -2.50005], [-0.95898, -2.42154, -4.02796], [-0.12735, -3.46026, -3.91414], [-1.74944, -2.66335, -5.09887], [-0.21812, -1.34500, -4.33366], [-3.19164, -0.72028, -2.02288], [-3.22074, -0.91100, -3.79423], [-1.88597, -0.03986, -3.01531], [2.14986, 0.04955, 0.47524], [2.65135, 1.42158, 1.26960], [3.73714, 2.45636, 0.08012], [3.82231, 3.84176, 0.15290], [4.62383, 4.52424, -0.75146], [5.32847, 3.82438, -1.72049], [5.24752, 2.44019, -1.78752], [4.45197, 1.75202, -0.88425], [1.24055, 2.53874, 1.90743], [0.58139, 3.37397, 1.01028], [-0.53436, 4.07794, 1.43026], [-0.99016, 3.93993, 2.73415], [-0.32619, 3.11120, 3.62609], [0.79378, 2.40342, 3.21542], [3.75016, 0.91770, 2.75357], [4.78052, 1.75278, 3.17312], [5.57046, 1.37446, 4.24764], [5.32578, 0.16857, 4.89288], [4.29666, -0.65886, 4.46724], [3.50100, -0.29196, 3.38983], [3.25408, 4.38790, 0.89669], [4.68141, 5.60442, -0.71101], [5.92996, 4.36174, -2.44216], [5.77434, 1.89580, -2.55994], [4.36034, 0.67280, -0.93914], [0.90789, 3.43771, -0.02085], [-1.06910, 4.70705, 0.73095], [-1.88045, 4.46866, 3.05081], [-0.69502, 2.99472, 4.63737], [1.28627, 1.71655, 3.89404], [4.97636, 2.68539, 2.65629], [6.37828, 2.01563, 4.57658], [5.94431, -0.12738, 5.73122], [4.10461, -1.59580, 4.97382], [2.68073, -0.92236, 3.06751]],
  "fmax_ev_per_a": 0.2,
  "homo_lumo_gap_ev": [7.0, 6.4],
  "e_above_lowest_kcal_mol": 0.0,
  "total_charge": -1,
  "s_squared": 0.76,
  "spin_multiplicity": 2,
  "e_tot_ev": -190163.727,
  "homo_energy_ev": [-4.66, -5.43],
  "lumo_ev": [2.328, 0.997]
}